1.
The following is a quantum chemistry calculation of a 3-piece molecular cluster, C4H15NO3 overall, from the Open Molecules 2025 dataset.

Properties
relative energy (zero: lowest compared OMol25 entry of this formula, charge and spin) = 47.76 kJ/mol
SMILES string = C[C@H](O)CCN.O.O
frontier orbital gap = 10.65 eV
E_HOMO = -0.367 Eh
2S+1 = 1
lowest unoccupied orbital energy = 0.7 eV

```
23
Properties=species:S:1:pos:R:3:mulliken_charge:R:1
C 0.519 -0.041 -0.569 -0.725
C -0.452 -0.478 0.503 0.212
C 0.080 -1.485 1.537 -1.505
O -1.527 -1.123 -0.280 -0.670
C 0.224 1.261 -1.330 -0.721
N -0.463 2.243 -0.495 -0.648
H 1.500 0.147 -0.094 0.435
H 0.873 -0.816 -1.248 0.396
H -0.889 0.377 1.021 0.460
H 0.659 -2.288 1.100 0.360
H -0.792 -1.920 2.038 0.371
H 0.568 -0.895 2.312 0.419
H -2.179 -1.380 0.365 0.308
H 1.183 1.686 -1.634 0.379
H -0.312 1.051 -2.265 0.394
H -1.451 2.041 -0.460 0.219
H -0.461 3.168 -0.924 0.210
H -1.137 -4.123 -1.418 0.286
H -0.855 -2.705 -0.795 0.477
O -0.485 -3.604 -0.940 -0.658
H 1.172 2.666 0.829 0.353
H 2.460 3.386 1.178 0.305
O 1.765 2.830 1.568 -0.656
```



2.
The following is a quantum chemistry calculation of C18H46ClFN2NbO8S2 as an isolated structure, from the Open Molecules 2025 dataset.

Properties
frontier orbital gap = 7.11 eV
total charge = -1
E_HOMO = -0.201 Eh
2S+1 = 1
lowest unoccupied orbital energy = 1.6 eV

```
79
Properties=species:S:1:pos:R:3:mulliken_charge:R:1
C 0.484 2.958 -2.805 -0.963
C 1.629 2.850 -1.737 0.580
F 2.027 4.218 -1.484 -0.398
C 1.166 2.284 -0.354 -0.712
Nb 0.714 0.068 -0.286 -0.528
N -0.325 0.196 1.577 -0.462
S 0.368 -2.460 -0.118 -0.326
Cl 1.965 -0.399 -2.418 -0.431
C 2.677 -0.239 0.838 -0.255
C 2.654 -1.431 1.825 -0.149
N 1.940 -1.450 2.901 -0.561
C -1.178 0.229 -1.545 -0.297
S -2.554 1.209 -0.873 1.007
O -2.198 2.218 0.158 -0.580
O -3.145 1.966 -2.042 -0.716
H -0.509 2.810 -2.310 0.105
H 0.610 2.223 -3.630 0.139
H 0.472 3.986 -3.229 0.442
H 2.549 2.362 -2.130 0.254
H 0.355 2.955 0.012 0.347
H 2.038 2.447 0.339 0.383
H -0.683 -0.721 1.828 0.226
H 0.254 0.594 2.314 0.181
H -0.539 -2.851 -1.073 0.041
H 3.478 -0.478 0.090 0.124
H 2.974 0.690 1.376 0.332
H 3.316 -2.309 1.605 0.393
H 2.117 -2.349 3.357 0.242
H -0.990 0.573 -2.593 0.278
H -1.570 -0.820 -1.661 0.303
H -3.573 0.382 -0.431 -0.009
C 7.142 0.488 0.219 -0.868
O 6.404 -0.718 0.321 -0.213
C 6.893 -1.729 -0.550 -0.471
C 7.742 -2.742 0.199 -0.578
O 8.951 -2.158 0.677 -0.382
C 8.890 -1.840 2.058 -0.702
H 6.874 1.120 1.066 0.243
H 8.220 0.310 0.244 0.367
H 6.876 1.011 -0.705 0.313
H 7.450 -1.290 -1.383 0.357
H 6.019 -2.242 -0.963 0.384
H 8.027 -3.541 -0.492 0.371
H 7.177 -3.192 1.021 0.328
H 8.975 -2.754 2.656 0.325
H 7.965 -1.320 2.315 0.289
H 9.734 -1.190 2.292 0.244
C -3.056 2.968 5.931 -0.770
O -2.856 1.803 5.149 -0.343
C -4.077 1.150 4.825 -0.598
C -4.514 1.459 3.402 -0.092
O -4.867 2.828 3.254 -0.436
C -3.834 3.585 2.632 -0.550
H -2.125 3.535 5.934 0.240
H -3.848 3.600 5.524 0.340
H -3.300 2.688 6.962 0.317
H -4.863 1.415 5.540 0.318
H -3.894 0.074 4.910 0.383
H -5.411 0.871 3.176 0.388
H -3.737 1.177 2.685 0.022
H -3.806 3.366 1.562 0.190
H -2.856 3.375 3.071 0.301
H -4.059 4.644 2.768 0.302
C -3.121 -1.754 -4.441 -0.775
O -3.695 -2.159 -3.206 -0.331
C -4.903 -1.465 -2.915 -0.164
C -6.121 -2.322 -3.216 -0.747
O -6.256 -2.565 -4.612 -0.369
C -5.800 -3.855 -4.984 -0.690
H -2.353 -2.480 -4.709 0.253
H -3.862 -1.718 -5.242 0.402
H -2.652 -0.772 -4.329 0.250
H -4.946 -0.515 -3.455 0.399
H -4.888 -1.241 -1.843 0.167
H -7.018 -1.780 -2.899 0.382
H -6.083 -3.263 -2.658 0.360
H -6.530 -4.612 -4.678 0.325
H -4.828 -4.086 -4.544 0.284
H -5.706 -3.879 -6.070 0.242
```



3.
The following is a quantum chemistry calculation of C27H28F7FeN5O5S3Se2 as an isolated structure, from the Open Molecules 2025 dataset.

Properties
expectation value of S² = 0.790
relative energy (zero: lowest compared OMol25 entry of this formula, charge and spin) = 0.00 kJ/mol
frontier orbital gap (alpha / beta) = 6.01 / 8.34 eV
total charge = +1
E_HOMO (alpha / beta) = -0.339 / -0.424 Eh
2S+1 = 2
lowest unoccupied orbital energy (alpha / beta) = -3.2 / -3.2 eV

```
78
Properties=species:S:1:pos:R:3:mulliken_spin:R:1
Fe 0.128 -0.399 1.900 0.002
F -3.444 2.259 4.250 0.000
C -2.511 3.066 3.753 0.000
F -2.273 4.052 4.596 0.000
F -2.925 3.552 2.593 0.000
S -0.979 2.066 3.526 0.000
O -1.358 1.040 2.556 -0.002
O -0.621 1.625 4.839 0.000
N 0.051 3.087 2.919 0.000
S 0.841 2.806 1.585 0.000
O 0.774 1.414 1.147 -0.006
O 2.135 3.394 1.620 0.000
C -0.090 3.714 0.281 0.000
F -1.377 3.373 0.336 0.000
F 0.396 3.382 -0.911 0.000
F 0.028 5.015 0.467 0.000
Se 0.774 -3.720 0.768 0.000
Se 0.994 -3.964 3.062 0.000
C -0.651 -3.109 3.546 0.000
C -1.421 -3.790 4.481 0.000
C -2.660 -3.289 4.834 0.000
C -3.100 -2.145 4.191 0.001
C -2.270 -1.536 3.271 0.000
N -1.033 -1.967 2.963 0.000
C 2.167 -2.413 0.661 0.005
C 3.391 -2.838 0.177 -0.010
C 4.436 -1.932 0.089 -0.002
C 4.199 -0.638 0.507 -0.006
C 2.944 -0.300 0.982 0.006
N 1.915 -1.158 1.059 0.011
H -1.056 -4.720 4.893 0.000
H -3.278 -3.802 5.558 0.000
H -4.071 -1.715 4.393 0.000
H -2.600 -0.644 2.767 -0.001
H 3.512 -3.869 -0.123 0.001
H 5.404 -2.237 -0.284 0.000
H 4.965 0.124 0.474 0.001
H 2.765 0.707 1.307 0.000
C -1.464 1.796 -5.782 0.000
C -1.743 1.310 -4.389 -0.007
C -1.545 -0.027 -4.046 0.020
C -1.768 -0.473 -2.756 -0.030
C -2.191 0.429 -1.788 0.045
C -2.413 1.761 -2.112 0.004
C -2.192 2.193 -3.409 0.009
S -2.463 -0.039 -0.101 -0.003
C -3.618 -1.376 -0.368 0.002
O -1.245 -0.786 0.429 -0.016
H -1.267 0.969 -6.461 -0.001
H -0.591 2.452 -5.788 0.000
H -2.305 2.370 -6.172 0.000
H -1.197 -0.723 -4.799 0.001
H -1.602 -1.513 -2.508 -0.018
H -2.756 2.453 -1.354 0.000
H -2.366 3.231 -3.664 0.001
H -3.158 -2.127 -1.007 0.000
H -4.516 -0.970 -0.831 0.000
H -3.851 -1.801 0.607 0.000
F 3.641 -0.140 -6.597 0.016
C 3.023 -0.227 -5.409 0.197
C 2.918 0.912 -4.624 -0.081
C 2.277 0.822 -3.409 0.178
C 1.726 -0.403 -2.954 0.052
C 1.025 -0.473 -1.746 0.394
C 1.871 -1.537 -3.792 0.183
C 2.512 -1.453 -5.009 -0.079
H 3.342 1.842 -4.978 -0.003
H 2.180 1.702 -2.784 0.017
H 0.562 -1.393 -1.419 -0.022
H 0.901 0.402 -1.123 0.130
H 1.464 -2.488 -3.466 0.011
H 2.629 -2.314 -5.654 -0.003
N 2.287 0.631 3.853 0.000
N 1.180 -0.272 3.664 0.001
H 2.609 0.557 4.813 0.000
H 1.940 1.578 3.748 0.000
H 0.502 -0.155 4.416 0.000
H 1.566 -1.211 3.736 0.000
```



4.
The following is a quantum chemistry calculation of C20H28F3O2Tb as an isolated structure, from the Open Molecules 2025 dataset.

Properties
expectation value of S² = 12.690
frontier orbital gap (alpha / beta) = 8.35 / 8.10 eV
E_HOMO (alpha / beta) = -0.295 / -0.287 Eh
2S+1 = 7
lowest unoccupied orbital energy (alpha / beta) = 0.3 / 0.3 eV

```
54
Properties=species:S:1:pos:R:3:mulliken_spin:R:1
O -0.225 0.189 0.638 0.077
C 0.820 -0.288 -0.334 -0.002
C 0.334 0.610 -1.452 0.000
H 0.654 -1.362 -0.468 0.000
H 1.805 -0.030 0.067 -0.002
C -0.799 0.996 -0.483 0.000
H 0.063 0.028 -2.340 0.000
H 1.045 1.425 -1.632 0.000
C -2.148 0.381 -0.802 0.000
H -2.057 -0.715 -0.790 0.000
H -2.509 0.729 -1.781 0.000
H -2.863 0.677 -0.018 0.001
C -0.896 2.460 -0.068 -0.004
H 0.097 2.898 0.100 -0.001
H -1.491 2.597 0.856 0.003
H -1.412 3.025 -0.858 0.000
Tb -0.097 0.225 2.823 5.928
C 0.901 1.840 4.552 0.010
C 1.828 0.763 4.426 -0.005
C 2.376 0.806 3.108 0.012
H 2.108 0.070 5.217 0.001
C 1.777 1.912 2.418 -0.028
C 0.843 2.531 3.306 0.000
H 0.214 3.387 3.071 0.002
H 0.353 2.096 5.456 0.001
H 3.165 0.165 2.719 0.003
H 2.037 2.262 1.422 0.002
C -1.637 -0.269 4.820 0.002
C -2.150 0.903 4.191 0.018
C -2.610 0.543 2.890 -0.019
H -2.208 1.899 4.622 0.003
C -2.392 -0.862 2.717 -0.002
C -1.779 -1.360 3.909 -0.004
H -1.578 -2.402 4.149 0.005
H -1.281 -0.354 5.844 0.001
H -3.041 1.220 2.155 -0.002
H -2.674 -1.441 1.839 0.003
O 0.635 -1.431 -4.390 0.000
C 0.144 -0.362 -5.248 0.000
C 0.339 -0.759 -6.722 0.000
H 0.749 0.544 -5.043 0.000
H -0.899 -0.121 -4.972 0.000
C 1.529 -1.719 -6.645 0.000
H 0.500 0.104 -7.364 0.000
H -0.542 -1.311 -7.064 0.000
C 1.324 -2.383 -5.271 0.000
H 2.454 -1.135 -6.623 0.000
H 1.577 -2.432 -7.466 0.000
H 2.257 -2.718 -4.787 0.000
H 0.691 -3.282 -5.418 0.000
F 1.283 -2.811 3.941 0.000
C 1.017 -2.245 2.703 0.000
F 2.206 -2.347 2.006 -0.001
F 0.165 -3.145 2.078 0.000
```



5.
The following is a quantum chemistry calculation of C32H23BrN4O4PtSSe2 as an isolated structure, from the Open Molecules 2025 dataset.

Properties
relative energy (zero: lowest compared OMol25 entry of this formula, charge and spin) = 90.83 kJ/mol
frontier orbital gap = 6.29 eV
E_HOMO = -0.284 Eh
2S+1 = 1
lowest unoccupied orbital energy = -1.5 eV

```
68
Properties=species:S:1:pos:R:3:mulliken_charge:R:1
Pt 0.953 0.496 -0.938 0.834
Se 2.711 -0.425 2.199 0.065
Se 3.738 1.709 1.064 0.031
C 3.992 0.898 -0.644 0.109
C 5.294 0.748 -1.103 -0.747
C 5.529 0.251 -2.374 -0.450
C 4.446 -0.070 -3.168 -0.727
C 3.177 0.072 -2.642 -0.030
N 2.944 0.547 -1.410 0.472
C 1.329 0.622 3.013 0.171
C 1.170 0.550 4.396 -0.736
C 0.262 1.400 5.006 -0.373
C -0.471 2.269 4.215 -0.815
C -0.258 2.248 2.844 -0.277
N 0.623 1.449 2.251 0.305
H 6.104 1.018 -0.441 0.477
H 6.540 0.116 -2.735 0.400
H 4.571 -0.451 -4.170 0.445
H 2.306 -0.198 -3.219 0.386
H 1.765 -0.151 4.963 0.415
H 0.141 1.392 6.081 0.415
H -1.182 2.961 4.646 0.466
H -0.807 2.918 2.190 0.356
O -2.972 -0.255 -2.419 -0.672
S -2.083 -0.697 -1.375 1.077
O -1.296 -1.856 -1.652 -0.403
N -1.099 0.541 -0.934 -0.454
C -1.598 1.837 -1.000 0.946
C -2.931 2.219 -0.984 -0.721
C -3.284 3.576 -0.994 -0.977
C -2.346 4.571 -1.000 -1.037
C -0.981 4.230 -1.043 1.074
C 0.068 5.176 -1.026 -0.671
C 1.359 4.752 -1.127 -1.090
C 1.629 3.381 -1.250 0.007
N 0.688 2.465 -1.200 0.149
C -0.620 2.865 -1.080 -0.572
C -3.072 -1.019 0.065 0.406
C -4.075 -1.974 -0.036 -0.844
C -4.863 -2.246 1.069 -0.640
C -4.653 -1.565 2.263 -0.513
C -3.652 -0.609 2.351 -0.578
C -2.853 -0.335 1.250 0.154
H -3.704 1.469 -0.977 0.529
H -4.333 3.843 -0.981 0.413
H -2.626 5.616 -0.973 0.404
H -0.168 6.229 -0.923 0.442
H 2.185 5.447 -1.103 0.425
H 2.645 3.047 -1.391 0.683
H -4.219 -2.491 -0.976 0.444
H -5.646 -2.990 1.002 0.408
H -5.270 -1.782 3.125 0.395
H -3.489 -0.073 3.278 0.432
H -2.059 0.398 1.310 0.294
Br -0.554 -3.065 1.489 -0.115
C 0.094 -4.186 0.102 0.331
C -0.395 -5.485 0.094 -0.743
C 0.065 -6.399 -0.838 -0.480
C 1.029 -6.022 -1.759 -0.618
C 1.515 -4.727 -1.745 -0.537
C 1.059 -3.785 -0.824 0.309
C 1.668 -2.404 -0.949 0.378
O 2.737 -2.281 -1.543 -0.685
O 1.006 -1.460 -0.388 -0.155
H -1.133 -5.776 0.830 0.423
H -0.326 -7.408 -0.835 0.372
H 1.403 -6.734 -2.483 0.379
H 2.275 -4.408 -2.444 0.439
```



| no. | calculated total energy (eV) |
| --- | --- |
| 1 | -12023.7233 |
| 2 | -77228.7229 |
| 3 | -262742.0837 |
| 4 | -55875.4192 |
| 5 | -262525.4779 |